# 1
28
Properties=species:S:1:pos:R:3 method="wB97M-V/def2-TZVPD" lumo_energy_ev=0.82 energy_ev=-23775.69726
Si -0.788 2.040 0.274
Si 1.308 -0.176 -0.067
N -0.377 0.373 -0.108
C -2.333 -0.208 -1.339
C -2.220 -0.884 1.121
C 1.736 -1.003 -1.697
C 1.664 -1.273 1.515
C -1.409 -0.617 -0.184
C 2.445 1.438 0.066
H -2.615 0.839 -1.057
H 2.533 1.759 -0.914
H 2.437 -0.813 2.250
H -2.259 2.443 0.636
H -1.859 -0.005 -2.281
H -3.124 -1.019 -1.429
H 2.242 2.303 0.700
H -2.862 -1.719 1.011
H 1.920 -2.009 -1.444
H -0.647 3.111 -0.773
H -0.952 -1.523 -0.432
H 2.689 -0.578 -2.038
H 0.851 -0.958 -2.435
H 0.816 -1.435 2.161
H 2.083 -2.235 1.414
H 3.353 0.936 0.219
H -2.896 -0.104 1.462
H -0.221 2.439 1.476
H -1.515 -1.122 1.895

# 2
57
Properties=species:S:1:pos:R:3 method="wB97M-V/def2-TZVPD" lumo_energy_ev=-6.27 energy_ev=-343568.44182 total_charge=+1
Br 3.335 -7.957 -6.597
Br 3.705 -5.136 -5.113
Br 6.752 -3.213 -2.985
Br 6.279 -6.889 -5.892
Cl 2.531 1.057 0.819
Na 5.884 0.079 -3.873
F 1.033 1.996 0.562
F -1.194 2.286 1.244
F 0.249 1.072 2.585
F 0.493 3.363 2.395
O 3.086 -6.332 -2.080
O 0.781 -4.741 2.584
O 1.875 -3.466 -2.367
O 2.340 -2.294 -0.168
O 0.525 -3.938 -0.306
O 4.565 -1.311 -2.782
O 2.192 -2.824 3.161
O -4.640 7.138 0.708
O 1.011 -5.732 -2.032
N -2.003 2.700 3.812
N 2.101 -6.081 -2.859
N 5.410 -3.348 -1.351
N -6.460 4.584 1.225
C 4.466 -6.399 -6.372
C -3.097 3.082 3.683
C 2.280 -1.407 2.856
C -6.464 8.592 0.741
C -4.495 3.574 3.513
C -5.640 7.572 -0.075
B 0.127 2.185 1.720
B 4.335 -2.441 -1.909
B 1.129 -4.374 -1.525
B 2.744 -2.762 -1.462
B 1.507 -3.561 2.154
B 1.497 -3.231 0.520
Be 1.095 -7.491 -1.859
Li 5.465 -2.760 1.519
H -6.383 6.818 -0.436
H 4.516 -5.900 -7.336
H 1.185 -5.462 2.052
H -5.861 9.454 1.036
H -7.301 8.968 0.137
H -6.889 8.141 1.644
H -4.517 4.372 2.770
H -5.572 5.034 0.913
H 5.405 -3.168 -0.269
H -4.870 3.962 4.462
H -6.453 3.595 0.968
H 3.092 -1.293 2.059
H 2.682 -0.898 3.795
H -5.139 2.756 3.183
H -7.252 5.048 0.772
H 1.299 -0.921 2.572
H 4.155 -0.547 -2.294
H -6.548 4.673 2.238
H 5.046 -4.321 -1.440
H -5.389 8.096 -1.018

# 3
33
Properties=species:S:1:pos:R:3 method="wB97M-V/def2-TZVPD" lumo_energy_ev=2.81 energy_ev=-39122.78699 total_charge=-1
S -3.797 2.539 -0.691
S 1.470 -3.348 -1.632
F 0.251 0.517 -0.339
O 0.019 -0.276 2.303
O 2.916 0.421 -1.358
O 0.468 -2.533 -2.397
O -3.295 1.700 -1.828
C 1.873 -2.432 -0.099
C 3.946 0.978 -0.617
C -2.710 2.113 0.692
C -5.412 1.894 -0.052
C 3.076 -3.012 -2.459
C -0.909 0.292 3.169
H -1.752 -0.363 3.434
H 2.998 -1.989 -2.819
H -1.672 2.206 0.365
H -5.458 0.838 -0.321
H 1.139 -2.839 0.599
H 3.873 -3.118 -1.723
H 2.892 -2.621 0.237
H 4.503 1.772 -1.139
H 4.708 0.242 -0.338
H -5.445 1.915 1.037
H 3.220 -3.804 -3.191
H -2.909 2.848 1.473
H -1.489 1.082 2.674
H 2.034 0.508 -0.952
H -0.561 0.790 4.076
H -6.165 2.500 -0.543
H -0.249 -0.054 1.388
H 3.598 1.526 0.265
H -2.871 1.061 0.919
H 1.710 -1.355 -0.133

# 4
30
Properties=species:S:1:pos:R:3 method="wB97M-V/def2-TZVPD" lumo_energy_ev=0.75 energy_ev=-13620.07763
O -0.619 3.224 -2.377
O 2.582 -0.409 -2.499
N -2.113 1.055 -0.531
N 0.339 -0.406 1.432
C 0.579 -1.790 0.955
C -0.698 -2.618 0.703
C 1.630 0.963 -0.027
C -0.737 -0.338 2.431
C -0.790 0.499 -0.755
C 0.199 0.714 0.453
H -1.099 -2.974 1.660
H 2.256 0.772 0.840
H 3.379 0.105 -2.647
H 1.825 -0.009 -2.936
H 2.015 0.175 -0.697
H -0.496 2.635 -1.627
H -2.716 0.474 0.008
H -0.289 0.837 -1.661
H -0.761 -0.592 -0.806
H 1.194 -1.825 0.054
H -1.664 -0.857 2.163
H -1.445 -2.136 0.090
H -0.416 -0.945 3.291
H -2.036 1.922 -0.009
H -0.779 0.727 2.695
H 1.097 -2.259 1.795
H -0.258 1.521 1.030
H 1.752 1.954 -0.489
H -1.537 3.014 -2.583
H -0.394 -3.432 0.044

# 5
31
Properties=species:S:1:pos:R:3 method="wB97M-V/def2-TZVPD" lumo_energy_ev="-2.64 / -6.61" multiplicity=5 energy_ev=-16295.23757 total_charge=+1
Pt 0.393 -2.055 -1.046
O -0.579 -0.347 -0.963
N 0.701 0.835 0.573
N 0.724 -1.735 -2.959
N -1.400 1.576 -0.281
C -1.372 2.995 0.118
C 1.904 0.020 0.385
C 0.157 -3.034 2.235
C 0.892 1.912 1.555
C -0.396 0.687 -0.194
C -2.509 1.107 -1.066
H -3.245 1.900 -1.110
H -0.212 -1.652 -3.410
H 2.661 0.571 -0.220
H 1.702 1.617 2.245
H 1.168 -3.316 -0.617
H -2.975 0.230 -0.609
H 1.262 -2.578 -3.254
H 2.338 -0.219 1.379
H -0.028 2.057 2.139
H 1.021 -2.488 2.452
H 0.663 -3.711 1.548
H -2.196 3.459 -0.431
H 1.181 2.862 1.064
H -0.428 -2.493 1.620
H -0.417 3.452 -0.179
H -2.218 0.839 -2.086
H 1.660 -0.946 -0.170
H 1.294 -0.860 -2.976
H -0.204 -3.785 3.061
H -1.541 3.099 1.198

# 6
30
Properties=species:S:1:pos:R:3 method="wB97M-V/def2-TZVPD" lumo_energy_ev=-3.47 energy_ev=-18883.08937 total_charge=+1
Si 0.411 3.904 -0.290
N -0.757 2.607 0.142
N -2.341 0.313 0.905
N 1.702 -2.067 -0.625
C -0.214 0.559 -0.961
C 1.251 -3.152 -1.566
C -2.901 1.251 1.716
C -1.693 -0.837 1.393
C -0.905 1.382 -0.061
C 3.172 -2.013 -0.573
H 0.116 -3.468 -1.381
H 1.376 4.045 0.849
H 3.583 -1.404 0.218
H 3.594 -1.776 -1.517
H -3.489 1.937 1.167
H -0.658 4.896 -0.408
H -1.495 3.077 0.791
H -1.052 -1.174 0.596
H -2.489 -1.539 1.538
H -1.263 -0.744 2.414
H 1.700 -4.140 -1.486
H -0.782 0.058 -1.656
H 1.316 3.261 -1.312
H 3.674 -2.956 -0.294
H -2.142 1.761 2.418
H 1.452 -2.862 -2.635
H 0.466 1.204 -1.600
H 0.263 -0.317 -0.501
H 1.512 -2.375 0.273
H -3.407 0.570 2.448

# 7
30
Properties=species:S:1:pos:R:3 method="wB97M-V/def2-TZVPD" lumo_energy_ev=0.08 energy_ev=-14733.84694
O -7.325 -2.864 1.142
O -3.953 1.041 2.546
O -5.460 0.655 0.804
O -2.341 0.892 0.975
C -8.171 -2.380 2.187
C -8.435 -0.902 1.996
C -9.414 -3.233 2.126
C -2.148 1.677 -1.252
C -3.101 1.430 -0.078
C -3.776 2.682 0.485
H -3.100 3.483 0.786
H -4.331 3.128 -0.340
H -6.461 -2.490 1.332
H -3.894 0.720 -0.312
H -10.125 -2.957 1.348
H -2.793 0.979 1.817
H -3.816 1.046 3.493
H -4.676 1.653 2.405
H -9.246 -4.301 1.985
H -7.596 -2.579 3.092
H -4.863 0.345 1.485
H -9.860 -2.998 3.093
H -1.548 2.580 -1.137
H -2.743 1.916 -2.133
H -8.829 -0.475 2.919
H -7.527 -0.331 1.804
H -5.994 -0.109 0.587
H -4.500 2.457 1.267
H -1.444 0.855 -1.387
H -9.156 -0.719 1.200

# 8
30
Properties=species:S:1:pos:R:3 method="wB97M-V/def2-TZVPD" lumo_energy_ev=-0.02 energy_ev=-32227.12836
Si -0.800 1.428 0.118
Si 3.010 -0.890 0.197
Si -0.390 -1.628 -0.647
O -0.145 -0.020 -0.272
C 3.189 0.562 1.539
C -0.304 -2.554 1.028
C -2.516 1.725 -0.807
C -2.047 -2.220 -1.639
C -1.129 1.684 1.988
C 3.095 0.263 -1.369
H 2.339 1.207 1.161
H -3.203 0.973 -0.370
H -0.512 -3.487 0.724
H -2.237 -1.834 -2.597
H 2.689 -0.289 -2.224
H -0.397 1.065 2.520
H -3.004 2.679 -0.706
H 4.127 0.522 -1.483
H 0.163 2.372 -0.430
H -2.072 1.274 2.143
H -3.051 -2.178 -1.059
H -1.012 -2.280 1.763
H -2.264 1.503 -1.830
H 4.136 1.089 1.365
H 0.707 -2.565 1.329
H -1.744 -3.265 -1.817
H 0.791 -1.693 -1.433
H 3.123 0.552 2.633
H 2.626 1.225 -1.241
H -1.151 2.789 2.210

# 9
39
Properties=species:S:1:pos:R:3 method="wB97M-V/def2-TZVPD" lumo_energy_ev=-5.52 energy_ev=-51477.61314 total_charge=+1
P -1.903 0.610 0.720
P -2.947 0.310 -1.221
P -1.700 -1.139 -2.273
O -2.563 -1.740 -3.454
O -2.988 3.298 0.614
O -2.860 -0.068 2.055
O -1.223 -2.344 -1.067
O 3.724 -3.937 -0.048
O -0.234 -0.341 -2.823
O -0.421 3.052 1.217
O 2.594 -1.299 0.647
C 4.260 -3.975 1.271
C 3.866 -0.752 0.313
C -3.609 5.393 -0.602
C 2.328 -3.630 -0.057
C 2.081 -2.152 -0.381
C -2.879 4.742 0.756
B -1.761 2.553 0.882
H -0.430 0.257 -3.621
H -0.614 -0.039 0.689
H -2.868 6.139 -1.148
H -4.588 5.979 -0.343
H 3.996 -4.923 1.746
H 4.326 -0.376 1.231
H 3.902 -3.145 1.887
H 4.534 -1.494 -0.131
H -3.563 5.090 1.662
H -1.809 -2.246 -0.250
H 3.729 0.083 -0.383
H 1.860 -3.908 0.896
H -2.606 -1.051 2.116
H 1.871 -4.240 -0.843
H 5.349 -3.906 1.201
H -0.437 3.514 2.109
H -1.805 5.195 0.766
H -3.834 4.535 -1.390
H 2.507 -1.883 -1.355
H 1.001 -1.980 -0.428
H -4.282 -0.185 -0.962

# 10
32
Properties=species:S:1:pos:R:3 method="wB97M-V/def2-TZVPD" lumo_energy_ev="2.60 / 2.74" energy_ev=-12922.58326 total_charge=-1
N 1.384 -0.124 1.528
N 0.707 1.135 -0.345
N 0.750 0.975 -3.091
N -0.835 0.571 1.330
C 1.542 -0.005 2.977
C -1.315 -0.415 2.294
C -1.770 -1.855 -2.932
C -1.871 1.414 0.762
C 2.534 -0.698 0.834
C 0.414 0.548 0.845
Be -0.169 1.086 -1.648
H 2.227 -1.522 0.166
H -1.421 0.480 -1.810
H 1.503 0.329 -2.818
H 1.718 1.234 -0.450
H -1.429 2.192 0.138
H -2.456 1.878 1.567
H 0.212 0.535 -3.840
H -2.556 0.827 0.145
H -2.238 -0.869 1.916
H -1.325 -1.622 -1.958
H -0.574 -1.202 2.427
H -1.842 -0.939 -3.534
H -1.533 0.062 3.258
H 3.211 -1.105 1.592
H 1.576 -1.000 3.435
H 1.183 1.828 -3.456
H 2.482 0.510 3.216
H 3.085 0.048 0.239
H -2.776 -2.257 -2.759
H -1.138 -2.596 -3.441
H 0.719 0.561 3.413

# 11
40
Properties=species:S:1:pos:R:3 method="wB97M-V/def2-TZVPD" lumo_energy_ev=2.76 energy_ev=-34191.60786 total_charge=-1
Y 1.686 -0.903 -0.626
F -0.785 4.274 0.866
F 1.354 3.985 0.926
F 0.336 4.086 -0.972
O 1.060 1.410 -0.099
O -0.092 -1.946 0.583
O 2.715 -2.881 0.661
O -0.331 -0.654 -1.952
O -1.150 1.717 -0.430
O 1.795 -2.642 -2.040
O 2.158 0.376 -2.771
O 3.874 -0.441 -0.673
O 2.286 -0.272 1.736
C -2.430 2.010 0.114
C -1.066 -1.582 1.441
C -3.458 1.319 -0.763
C 0.027 2.090 0.324
C 0.253 3.602 0.254
C -2.102 -2.674 1.645
H 4.254 -0.484 0.205
H 1.542 0.622 -3.464
H -2.510 -2.955 0.665
H -1.685 -3.577 2.096
H -4.465 1.460 -0.359
H 2.083 -3.609 0.610
H -2.506 1.653 1.148
H -0.115 1.828 1.399
H -1.009 -0.211 -1.420
H 3.022 0.283 -3.184
H 2.726 -0.472 2.564
H 2.725 -2.862 -2.143
H -2.608 3.087 0.082
H 3.382 -3.135 1.302
H -0.653 -1.289 2.441
H -2.991 -2.351 2.205
H -3.262 0.246 -0.799
H -3.469 1.772 -1.755
H -1.621 -0.661 1.122
H -0.671 -0.699 -2.848
H 1.699 0.478 1.906

# 12
39
Properties=species:S:1:pos:R:3 method="wB97M-V/def2-TZVPD" lumo_energy_ev=-1.87 energy_ev=-83496.53385
Zn -0.403 -0.264 0.454
S -1.888 1.301 1.103
O -4.252 -1.350 1.927
O 1.317 -0.924 -2.792
O 1.474 0.383 2.431
O -1.537 -0.481 4.047
O 0.585 2.447 -1.132
N 1.310 -0.332 -1.517
N 1.392 0.095 1.069
N -1.929 0.506 -2.152
N -2.897 1.347 -1.525
N -3.687 2.751 0.059
C 3.689 -1.030 -1.651
C -0.835 -2.023 -0.146
C 2.540 -0.237 0.491
C 3.827 -0.267 1.248
C 2.481 -0.547 -0.913
C -2.818 1.774 -0.244
H -3.522 1.883 -2.144
H 4.453 0.615 1.052
H 0.297 2.275 -0.219
H 4.459 -1.137 1.016
H 4.579 -0.450 -1.372
H -1.643 -2.281 0.557
H 0.891 1.541 -1.373
H -2.440 -0.384 -2.325
H 0.554 0.523 2.749
H 3.944 -2.080 -1.438
H 3.614 -0.276 2.316
H -2.478 -0.708 3.884
H -1.095 -0.981 3.338
H 0.179 -2.429 0.084
H 0.403 -0.797 -3.104
H -4.272 3.144 -0.645
H -3.845 -1.904 1.225
H -1.087 -2.159 -1.203
H -3.713 3.013 1.030
H 3.545 -0.944 -2.731
H -1.192 0.387 -1.453

# 13
34
Properties=species:S:1:pos:R:3 method="wB97M-V/def2-TZVPD" lumo_energy_ev=-5.89 energy_ev=-16972.94863 total_charge=+2
N -1.933 2.440 -0.032
N 0.301 -1.365 0.605
N -0.664 0.348 -1.978
N -0.852 -1.188 -0.233
N 0.573 2.173 -0.477
N 0.738 -2.687 0.416
N -2.092 0.982 -0.187
C -2.066 -1.794 0.474
C -0.881 0.280 -0.514
C 1.315 -0.188 0.386
C 0.283 0.933 0.253
C 2.230 -0.385 -0.830
C 2.151 -0.057 1.710
H -0.198 -0.524 -2.176
H -1.919 -2.888 0.313
H 3.063 -0.951 -0.745
H -2.848 -1.090 0.151
H 0.721 -3.063 -0.560
H -2.805 0.726 -0.901
H -0.593 2.618 -0.186
H 2.411 -1.043 1.868
H -2.409 3.018 0.686
H -2.015 -1.546 1.599
H -1.488 0.542 -2.493
H 3.014 0.519 1.565
H -2.438 2.920 -0.811
H 0.971 -3.276 1.224
H 0.608 1.980 -1.485
H 1.649 -0.729 -1.663
H 1.323 2.838 -0.237
H -0.186 0.982 1.289
H 1.541 0.281 2.487
H -0.050 -1.471 1.586
H 2.547 0.667 -1.102

# 14
37
Properties=species:S:1:pos:R:3 method="wB97M-V/def2-TZVPD" lumo_energy_ev="-2.43 / -2.86" multiplicity=4 energy_ev=-69685.62986
Co -0.373 -3.644 -1.487
Cl -0.382 -1.507 -0.657
O 3.608 3.529 -2.264
O -4.011 2.807 -2.194
O 0.903 -0.487 2.501
O -0.231 -0.844 5.079
O -3.211 0.007 -1.512
O 1.737 1.504 0.105
C -3.350 1.106 -0.612
C 1.937 2.268 -1.082
C -4.422 2.033 -1.089
C 1.085 -1.682 3.249
C -0.112 -1.904 4.151
C 3.240 3.025 -0.989
B 1.655 -3.782 -2.299
H 0.474 -0.737 1.677
H 2.662 -4.400 -2.328
H 4.016 2.388 -0.552
H -5.354 1.488 -1.293
H 1.084 2.918 -1.310
H 1.842 -2.698 -2.737
H -0.089 -0.027 4.589
H -2.317 -0.341 -1.428
H -4.741 2.703 -0.287
H -1.033 -2.022 3.562
H 1.952 -1.569 3.902
H -3.787 2.216 -2.919
H 0.724 -4.405 -2.849
H -0.022 -2.813 4.750
H 3.692 2.728 -2.791
H 1.262 -2.534 2.585
H 1.916 1.524 -1.893
H 1.329 -3.750 -1.135
H 3.096 3.791 -0.225
H -2.386 1.623 -0.543
H -3.551 0.730 0.399
H 1.159 0.758 -0.071